Record 1
DFT (ωB97M-V with the def2-TZVPD basis set) results for an isolated molecule of C5H10N2S in a non-equilibrium geometry.

Values from the calculation:
- ΔE to the lowest compared entry with this formula, charge and spin (eV) = 4.676
- energy (eV) = -19158.2295
- structure (SMILES) = [H]/N=C\N(C)C(=C)CS
- lowest unoccupied orbital energy (Ha) = 0.011
- gap between HOMO and LUMO (eV) = 8.937

Structure (ORCA input):
```
! RIJCOSX wB97M-V def2-TZVPD def2/J DEFGRID3
* xyz 0 1
H -2.004 -1.182 0.759
N -2.964 -0.766 0.328
C -2.379 0.307 -0.133
N -1.003 0.531 0.100
C -0.558 1.827 -0.291
C -0.073 -0.517 0.009
C -0.212 -1.729 -0.544
C 1.104 -0.114 0.908
S 2.657 -0.055 -0.185
H -3.004 1.210 -0.536
H 0.099 2.401 0.447
H -0.257 1.826 -1.281
H -1.361 2.432 -0.498
H -1.188 -2.099 -1.110
H 0.867 -2.284 -0.637
H 1.377 -0.903 1.730
H 1.018 1.045 1.331
H 2.420 1.429 0.055
*
```

***

Record 2
DFT (ωB97M-V with the def2-TZVPD basis set) results for a structure of composition C5H10N2S in a non-equilibrium geometry.

Values from the calculation:
- ΔE to the lowest compared entry with this formula, charge and spin (eV) = 2.636
- energy (eV) = -19160.2695
- lowest unoccupied orbital energy (Ha) = 0.027
- gap between HOMO and LUMO (eV) = 9.209

Structure (ORCA input):
```
! RIJCOSX wB97M-V def2-TZVPD def2/J DEFGRID3
* xyz 0 1
C -0.014 1.073 0.565
C -0.741 0.534 -0.650
C 0.476 -0.041 -1.326
C 0.153 -0.491 0.813
C -1.204 -0.593 0.169
H 1.506 2.098 1.540
H 1.834 1.605 -0.158
H -0.632 1.543 1.446
H -1.289 1.149 -1.340
H 0.323 -0.694 -2.113
H 1.181 0.790 -1.552
H 1.108 -1.795 -0.403
H 0.544 -0.982 1.756
H -1.972 -0.381 0.942
H -1.651 -2.861 0.564
N 1.101 1.941 0.542
N 1.060 -0.783 -0.183
S -1.785 -2.112 -0.613
*
```

***

Record 3
DFT (ωB97M-V with the def2-TZVPD basis set) results for an isolated molecule of C5H10N2S in a non-equilibrium geometry.

Values from the calculation:
- ΔE to the lowest compared entry with this formula, charge and spin (eV) = 3.280
- energy (eV) = -19159.6256
- structure (SMILES) = C[C@@H]1CN(C)C=NS1
- lowest unoccupied orbital energy (Ha) = 0.026
- gap between HOMO and LUMO (eV) = 8.870

Structure (ORCA input):
```
! RIJCOSX wB97M-V def2-TZVPD def2/J DEFGRID3
* xyz 0 1
C 1.171 1.522 1.094
C 0.862 1.032 -0.252
C -0.632 0.984 -0.850
N -1.235 -0.211 -0.162
C -2.682 0.186 0.086
C -0.687 -1.267 0.506
N 0.557 -1.570 0.692
S 1.502 -0.702 -0.592
H 0.676 0.914 1.885
H 0.910 2.610 1.068
H 2.270 1.635 1.369
H 1.362 1.772 -0.866
H -0.845 0.963 -2.060
H -1.137 1.924 -0.397
H -2.967 -0.434 0.898
H -3.324 -0.020 -0.726
H -2.763 1.360 0.280
H -1.664 -1.755 0.808
*
```

***

Record 4
DFT (ωB97M-V with the def2-TZVPD basis set) results for a cluster of 2 separate species, C5H10N2S in total in a non-equilibrium geometry.

Values from the calculation:
- ΔE to the lowest compared entry with this formula, charge and spin (eV) = 2.563
- energy (eV) = -19160.3432
- structure (SMILES) = CC/C=C/N.N=C=S
- lowest unoccupied orbital energy (Ha) = 0.025
- gap between HOMO and LUMO (eV) = 9.226

Structure (ORCA input):
```
! RIJCOSX wB97M-V def2-TZVPD def2/J DEFGRID3
* xyz 0 1
C -1.271 -2.156 0.371
C 0.001 -1.444 -0.230
C -0.180 0.052 -0.385
C -0.474 0.881 0.586
N -0.707 2.243 0.344
H -2.137 -2.026 -0.299
H -1.051 -3.246 0.476
H -1.633 -1.626 1.249
H 1.020 -1.644 0.361
H 0.107 -1.717 -1.248
H -0.354 0.273 -1.364
H -0.458 0.497 1.533
H -1.157 2.893 1.012
H -1.090 2.427 -0.559
N 2.335 1.871 -0.667
C 2.296 0.706 -0.432
S 3.086 -0.668 -0.189
H 1.666 2.682 -0.559
*
```

***

Record 5
DFT (ωB97M-V with the def2-TZVPD basis set) results for an isolated molecule of C5H10N2S in a non-equilibrium geometry.

Values from the calculation:
- ΔE to the lowest compared entry with this formula, charge and spin (eV) = 1.954
- energy (eV) = -19160.9520
- structure (SMILES) = [H]/N=C/[C@H](CC)C(N)=S
- lowest unoccupied orbital energy (Ha) = 0.024
- gap between HOMO and LUMO (eV) = 8.800

Structure (ORCA input):
```
! RIJCOSX wB97M-V def2-TZVPD def2/J DEFGRID3
* xyz 0 1
H -0.328 -2.090 -2.848
N -0.606 -1.467 -2.052
C 0.288 -0.763 -1.555
C -0.071 0.138 -0.414
C 0.954 1.154 -0.013
C 0.403 2.143 1.090
C -0.353 -1.123 0.928
N -1.371 -1.950 0.622
S 0.837 -1.101 2.128
H 1.335 -0.749 -1.859
H -1.110 0.519 -0.502
H 1.130 1.873 -0.861
H 1.878 0.607 0.331
H 0.657 3.172 0.878
H -0.672 2.178 0.898
H 0.427 1.782 2.091
H -1.881 -1.743 -0.258
H -1.517 -2.580 1.397
*
```

***

Record 6
DFT (ωB97M-V with the def2-TZVPD basis set) results for the ion C5H10N3 with charge +1 in a non-equilibrium geometry.

Values from the calculation:
- ΔE to the lowest compared entry with this formula, charge and spin (eV) = 9.646
- energy (eV) = -9802.1020
- lowest unoccupied orbital energy (alpha / beta) (Ha) = -0.227 / -0.222
- gap between HOMO and LUMO (alpha / beta) (eV) = 6.402 / 6.870

Structure (ORCA input):
```
! RIJCOSX wB97M-V def2-TZVPD def2/J DEFGRID3
* xyz 1 1
C 0.912 1.993 0.194
C -1.814 0.523 -0.577
C 0.495 -0.311 0.033
C -3.071 0.566 0.052
C 0.930 -1.761 -0.151
N 1.336 0.747 0.055
N -0.902 -0.208 0.008
N 2.692 0.558 -0.212
H 1.565 2.701 -0.292
H -3.996 0.395 -0.683
H -3.287 -0.082 0.812
H -3.262 1.619 0.590
H 0.231 -2.488 -0.581
H 1.657 -1.928 -0.832
H 1.433 -2.069 0.841
H -1.200 -0.948 0.522
H 3.382 1.111 0.247
H 2.901 -0.418 -0.025
*
```

***

Record 7
DFT (ωB97M-V with the def2-TZVPD basis set) results for a cluster of 2 separate species, C5H10N3 in total in a non-equilibrium geometry.

Values from the calculation:
- ΔE to the lowest compared entry with this formula, charge and spin (eV) = 2.424
- energy (eV) = -9809.3248
- lowest unoccupied orbital energy (Ha) = -0.134
- gap between HOMO and LUMO (eV) = 8.671

Structure (ORCA input):
```
! RIJCOSX wB97M-V def2-TZVPD def2/J DEFGRID3
* xyz 1 1
C -1.870 -0.843 0.341
C -1.518 0.328 0.956
C 0.287 -0.521 -0.131
C -2.176 1.212 1.935
C 2.365 -1.010 -1.478
N -0.749 -1.318 -0.295
N -0.187 0.492 0.672
N 3.179 0.007 -1.387
H -2.859 -1.329 0.190
H -1.672 2.132 1.949
H -3.310 1.201 1.690
H -2.033 0.768 2.948
H 2.624 -1.938 -0.877
H 1.623 -1.211 -2.264
H -0.728 -2.196 -0.705
H 0.332 1.259 1.130
H 3.128 0.785 -1.945
H 3.949 0.032 -0.764
*
```

***

Record 8
DFT (ωB97M-V with the def2-TZVPD basis set) results for the ion C5H10N3 with charge +1 in a non-equilibrium geometry.

Values from the calculation:
- ΔE to the lowest compared entry with this formula, charge and spin (eV) = 3.423
- energy (eV) = -9808.3257
- structure (SMILES) = [H]/N=C(\N)C(C)=[N+]=CC
- lowest unoccupied orbital energy (Ha) = -0.174
- gap between HOMO and LUMO (eV) = 8.938

Structure (ORCA input):
```
! RIJCOSX wB97M-V def2-TZVPD def2/J DEFGRID3
* xyz 1 1
H 0.600 2.162 -1.006
N 0.372 1.399 -0.456
C 0.981 0.662 0.318
N 2.047 0.979 1.043
C 0.342 -0.649 0.443
C 1.072 -1.809 -0.055
N -0.850 -0.591 0.769
C -1.984 -0.092 0.465
C -2.125 0.447 -0.917
H 2.674 1.643 0.657
H 2.305 0.322 1.774
H 0.785 -2.626 0.625
H 2.077 -1.740 0.076
H 0.994 -2.030 -1.085
H -2.679 0.186 1.205
H -1.279 0.307 -1.454
H -2.975 -0.115 -1.440
H -2.358 1.545 -0.961
*
```

***

Record 9
DFT (ωB97M-V with the def2-TZVPD basis set) results for the ion C5H10N3 with charge +1 in a non-equilibrium geometry.

Values from the calculation:
- ΔE to the lowest compared entry with this formula, charge and spin (eV) = 5.419
- energy (eV) = -9806.3291
- structure (SMILES) = C=N/N=C\[NH+]=C\CC
- lowest unoccupied orbital energy (alpha / beta) (Ha) = -0.181 / -0.181
- gap between HOMO and LUMO (alpha / beta) (eV) = 8.028 / 8.029

Structure (ORCA input):
```
! RIJCOSX wB97M-V def2-TZVPD def2/J DEFGRID3
* xyz 1 1
C -1.098 -0.213 2.833
N -1.361 -0.809 1.769
N -2.101 -1.227 0.848
C -2.000 -1.161 -0.470
N -1.011 -0.576 -1.262
C 0.080 -0.094 -0.744
C 1.248 0.448 -1.452
C 2.162 1.248 -0.442
H -0.353 -0.585 3.542
H -1.502 0.743 3.276
H -2.615 -2.021 -0.990
H -1.042 -0.384 -2.276
H -0.040 -0.221 0.266
H 1.560 -0.368 -2.133
H 0.968 1.146 -2.202
H 1.699 2.058 0.059
H 3.029 1.639 -0.939
H 2.377 0.377 0.315
*
```

***

Record 10
DFT (ωB97M-V with the def2-TZVPD basis set) results for the ion C5H10N3 with charge +1 in a non-equilibrium geometry.

Values from the calculation:
- ΔE to the lowest compared entry with this formula, charge and spin (eV) = 2.481
- energy (eV) = -9809.2668
- structure (SMILES) = C=C/N=C\NC(C)=[NH2+]
- lowest unoccupied orbital energy (Ha) = -0.157
- gap between HOMO and LUMO (eV) = 9.184

Structure (ORCA input):
```
! RIJCOSX wB97M-V def2-TZVPD def2/J DEFGRID3
* xyz 1 1
C 1.699 -0.636 -0.877
C 1.352 0.507 -1.486
N 0.170 0.825 -2.265
C -0.973 0.369 -1.889
N -1.210 -0.389 -0.737
C -0.730 -0.225 0.526
C -0.415 1.245 0.983
N -0.827 -1.155 1.414
H 1.157 -1.562 -0.974
H 2.657 -0.834 -0.359
H 2.102 1.296 -1.343
H -1.900 0.684 -2.449
H -1.671 -1.252 -0.998
H -0.597 1.963 0.152
H 0.599 1.273 1.568
H -1.124 1.416 1.794
H -0.526 -0.912 2.372
H -0.771 -2.097 1.222
*
```

***

Record 11
DFT (ωB97M-V with the def2-TZVPD basis set) results for the ion C5H10N3 with charge +1 in a non-equilibrium geometry.

Values from the calculation:
- ΔE to the lowest compared entry with this formula, charge and spin (eV) = 1.517
- energy (eV) = -9810.2317
- structure (SMILES) = C[C@]1(N)C=CNC=[NH+]1
- lowest unoccupied orbital energy (Ha) = -0.134
- gap between HOMO and LUMO (eV) = 9.908

Structure (ORCA input):
```
! RIJCOSX wB97M-V def2-TZVPD def2/J DEFGRID3
* xyz 1 1
C 1.711 0.078 1.063
C 0.685 0.022 -0.041
N 1.183 0.057 -1.377
C -0.242 1.280 0.121
C -1.568 1.201 0.139
N -2.185 -0.081 0.027
C -1.455 -1.154 -0.079
N -0.144 -1.213 0.052
H 2.437 -0.795 1.202
H 1.237 0.075 1.971
H 2.203 0.947 0.871
H 2.170 0.205 -1.513
H 0.875 -0.512 -2.126
H 0.135 2.301 0.179
H -2.144 2.013 0.257
H -3.138 -0.231 -0.236
H -2.056 -2.146 -0.252
H 0.296 -2.049 -0.259
*
```

***

Record 12
DFT (ωB97M-V with the def2-TZVPD basis set) results for the ion C5H10N3 with charge +1 in a non-equilibrium geometry.

Values from the calculation:
- ΔE to the lowest compared entry with this formula, charge and spin (eV) = 3.156
- energy (eV) = -9808.5927
- structure (SMILES) = Cc1cn(N)c(C)[nH+]1
- lowest unoccupied orbital energy (Ha) = -0.105
- gap between HOMO and LUMO (eV) = 9.690

Structure (ORCA input):
```
! RIJCOSX wB97M-V def2-TZVPD def2/J DEFGRID3
* xyz 1 1
C -2.798 0.326 -0.030
C -1.353 0.235 -0.230
C -0.269 1.414 0.026
N 0.854 0.722 -0.020
N 2.054 1.342 0.229
C 0.657 -0.550 -0.213
C 1.724 -1.576 0.027
N -0.644 -0.803 -0.541
H -2.995 1.377 -0.045
H -3.341 -0.211 -0.768
H -3.139 -0.031 0.995
H -0.574 2.347 0.293
H 2.852 1.362 -0.370
H 2.418 1.304 1.217
H 1.111 -2.279 0.624
H 1.947 -2.124 -0.924
H 2.566 -1.147 0.558
H -1.070 -1.706 -0.826
*
```